(1)
A molecular structure, C38H31IN9O4Rb, computed with ωB97M-V/def2-TZVPD.

LUMO energy: -0.37 eV
energy above the lowest of the compared OMol25 structures with the same formula, charge and spin: 0.797 eV
frontier orbital gap: 7.247 eV

Atoms and positions in Å:
Rb (-1.18, 1.05, 0.20)
C (3.78, 1.71, 2.31)
O (3.83, 2.19, 0.94)
C (2.69, 1.78, 0.38)
N (1.84, 1.15, 1.07)
C (2.38, 1.07, 2.43)
C (2.36, -0.34, 2.98)
C (1.45, -1.27, 2.49)
C (1.42, -2.56, 2.99)
C (2.30, -2.94, 4.00)
C (3.20, -2.01, 4.50)
C (3.23, -0.72, 3.99)
C (2.51, 2.13, -1.05)
C (3.45, 2.91, -1.72)
C (3.22, 3.20, -3.06)
C (2.08, 2.71, -3.67)
C (1.20, 1.95, -2.90)
N (1.41, 1.67, -1.63)
C (-0.06, 1.43, -3.49)
N (-1.08, 1.08, -2.82)
C (-2.06, 0.55, -3.79)
C (-1.43, 0.88, -5.16)
O (-0.10, 1.33, -4.84)
C (-2.30, -0.92, -3.53)
C (-3.52, -1.36, -3.04)
C (-3.74, -2.71, -2.80)
C (-2.72, -3.62, -3.04)
C (-1.49, -3.19, -3.51)
C (-1.29, -1.84, -3.76)
H (3.93, 2.57, 2.96)
H (4.59, 0.99, 2.44)
H (1.74, 1.70, 3.07)
H (0.75, -0.97, 1.72)
H (0.70, -3.27, 2.60)
H (2.28, -3.95, 4.39)
H (3.88, -2.29, 5.29)
H (3.94, -0.01, 4.40)
H (4.33, 3.26, -1.20)
H (3.93, 3.80, -3.62)
H (1.86, 2.90, -4.71)
H (-3.00, 1.09, -3.65)
H (-1.94, 1.69, -5.68)
H (-1.34, 0.01, -5.81)
H (-4.32, -0.64, -2.85)
H (-4.69, -3.04, -2.41)
H (-2.88, -4.67, -2.83)
H (-0.70, -3.90, -3.69)
H (-0.32, -1.50, -4.11)
N (1.44, -1.51, -1.10)
C (0.53, -2.42, -0.75)
N (0.85, -3.71, -0.93)
C (-0.10, -4.56, -0.58)
N (0.15, -5.88, -0.73)
N (-1.31, -4.24, -0.09)
C (-1.52, -2.93, 0.02)
N (-0.64, -1.98, -0.25)
C (-2.88, -2.52, 0.49)
C (-3.84, -3.48, 0.79)
C (-5.10, -3.06, 1.18)
C (-5.36, -1.71, 1.26)
C (-4.34, -0.82, 0.94)
N (-3.13, -1.21, 0.56)
H (2.36, -1.84, -1.35)
H (1.30, -0.53, -0.90)
H (1.10, -6.16, -0.93)
H (-0.48, -6.54, -0.33)
H (-3.58, -4.52, 0.71)
H (-5.86, -3.79, 1.43)
H (-6.33, -1.34, 1.57)
H (-4.50, 0.25, 1.00)
I (4.29, 5.74, 2.99)
C (2.27, 5.18, 2.82)
C (1.42, 5.34, 3.90)
C (0.08, 4.97, 3.76)
C (-0.39, 4.42, 2.58)
C (0.50, 4.25, 1.52)
C (1.82, 4.65, 1.62)
C (-1.86, 3.99, 2.45)
O (-2.65, 4.46, 3.27)
O (-2.09, 3.18, 1.51)
H (1.78, 5.76, 4.83)
H (-0.62, 5.12, 4.57)
H (0.12, 3.81, 0.60)
H (2.50, 4.55, 0.78)


(2)
A molecular structure, C38H31N4P2RhS3, computed with ωB97M-V/def2-TZVPD.

LUMO energy: -0.14 eV
frontier orbital gap: 5.840 eV

Atoms and positions in Å:
Rh (0.03, 1.62, -0.11)
S (-2.28, 0.03, 0.31)
P (-0.74, -1.19, 0.49)
C (0.84, -0.38, 0.13)
P (1.75, 0.59, 1.32)
S (1.91, 2.56, 1.02)
C (3.43, -0.10, 1.44)
C (4.38, 0.62, 2.17)
C (5.66, 0.11, 2.35)
C (6.00, -1.11, 1.80)
C (5.07, -1.83, 1.08)
C (3.78, -1.33, 0.91)
C (1.08, 0.30, 2.98)
C (1.56, -0.74, 3.77)
C (1.10, -0.90, 5.08)
C (0.17, -0.01, 5.59)
C (-0.31, 1.03, 4.81)
C (0.14, 1.18, 3.51)
C (-0.85, -2.61, -0.66)
C (-2.06, -2.86, -1.29)
C (-2.20, -3.96, -2.14)
C (-1.13, -4.81, -2.35)
C (0.08, -4.57, -1.72)
C (0.23, -3.48, -0.88)
C (-0.80, -2.07, 2.10)
C (0.01, -3.18, 2.35)
C (-0.15, -3.92, 3.51)
C (-1.10, -3.54, 4.45)
C (-1.89, -2.43, 4.21)
C (-1.75, -1.70, 3.04)
H (4.11, 1.59, 2.58)
H (6.39, 0.68, 2.92)
H (7.00, -1.51, 1.93)
H (5.33, -2.79, 0.64)
H (3.05, -1.91, 0.36)
H (2.30, -1.43, 3.38)
H (1.48, -1.71, 5.68)
H (-0.18, -0.13, 6.61)
H (-1.04, 1.72, 5.21)
H (-0.22, 1.99, 2.88)
H (-2.88, -2.18, -1.13)
H (-3.15, -4.14, -2.63)
H (-1.24, -5.67, -3.00)
H (0.92, -5.24, -1.88)
H (1.18, -3.28, -0.42)
H (0.76, -3.48, 1.63)
H (0.48, -4.78, 3.68)
H (-1.23, -4.12, 5.35)
H (-2.63, -2.13, 4.94)
H (-2.37, -0.84, 2.85)
N (0.41, -1.55, -3.61)
C (0.30, -0.53, -2.72)
S (1.59, -0.69, -1.48)
N (-0.56, 0.39, -3.00)
N (-0.62, 1.46, -2.16)
C (-1.16, 2.52, -2.65)
C (-1.70, 2.63, -4.03)
C (-2.84, 1.91, -4.39)
C (-3.35, 2.01, -5.67)
C (-2.74, 2.84, -6.60)
C (-1.61, 3.56, -6.25)
C (-1.09, 3.45, -4.97)
C (-1.27, 3.66, -1.72)
C (-1.88, 4.86, -2.06)
C (-2.00, 5.86, -1.11)
C (-1.51, 5.62, 0.17)
C (-0.91, 4.41, 0.44)
N (-0.79, 3.45, -0.48)
H (0.78, -2.42, -3.27)
H (-0.26, -1.56, -4.36)
H (-3.30, 1.25, -3.66)
H (-4.24, 1.45, -5.94)
H (-3.14, 2.92, -7.61)
H (-1.12, 4.20, -6.98)
H (-0.21, 4.01, -4.69)
H (-2.27, 4.99, -3.06)
H (-2.48, 6.80, -1.36)
H (-1.59, 6.37, 0.95)
H (-0.50, 4.18, 1.41)


(3)
A molecular structure, C38H31N8O7RuS3Se at a distorted geometry, computed with ωB97M-V/def2-TZVPD.

LUMO energy (alpha / beta): -3.57 / -3.57 eV
energy above the lowest of the compared OMol25 structures with the same formula, charge and spin: 2.604 eV
frontier orbital gap (alpha / beta): 5.425 / 5.431 eV
net charge: +1

Atoms and positions in Å:
Ru (0.06, -0.82, 1.81)
O (-1.27, -3.93, 1.29)
S (-0.63, -3.53, 2.50)
O (-0.31, -4.52, 3.47)
N (0.74, -2.64, 2.12)
C (1.87, -3.15, 1.60)
C (2.20, -4.51, 1.54)
C (3.33, -4.92, 0.85)
C (4.18, -4.01, 0.25)
C (3.93, -2.63, 0.34)
C (4.76, -1.63, -0.21)
C (4.41, -0.31, -0.07)
C (3.24, 0.02, 0.61)
N (2.44, -0.89, 1.13)
C (2.77, -2.19, 1.02)
C (-1.56, -2.18, 3.28)
C (-2.73, -1.69, 2.71)
C (-3.42, -0.66, 3.33)
C (-2.96, -0.16, 4.54)
C (-1.85, -0.71, 5.16)
C (-1.14, -1.73, 4.53)
H (1.53, -5.22, 1.99)
H (3.54, -5.97, 0.77)
H (5.04, -4.35, -0.31)
H (5.65, -1.93, -0.74)
H (5.04, 0.47, -0.47)
H (2.94, 1.05, 0.73)
H (-3.09, -2.13, 1.78)
H (-4.32, -0.27, 2.88)
H (-3.49, 0.65, 5.02)
H (-1.54, -0.34, 6.13)
H (-0.30, -2.20, 5.01)
S (-0.92, 5.41, 5.80)
N (0.14, 4.20, 5.97)
C (-0.05, 3.33, 4.99)
C (0.67, 2.10, 4.79)
C (1.66, 1.63, 5.64)
C (2.25, 0.40, 5.36)
C (1.84, -0.31, 4.25)
N (0.91, 0.12, 3.40)
C (0.31, 1.33, 3.66)
C (-0.72, 1.73, 2.77)
N (-0.99, 0.90, 1.72)
C (-2.02, 1.20, 0.92)
C (-2.80, 2.34, 1.07)
C (-2.52, 3.22, 2.11)
C (-1.47, 2.92, 2.98)
C (-1.10, 3.73, 4.10)
N (-1.65, 4.88, 4.47)
H (1.96, 2.22, 6.49)
H (3.02, 0.00, 5.99)
H (2.28, -1.28, 4.01)
H (-2.24, 0.48, 0.14)
H (-3.61, 2.53, 0.39)
H (-3.09, 4.12, 2.27)
O (1.02, -0.99, -1.31)
Se (-0.31, -2.31, -0.96)
O (-1.14, -2.28, -2.28)
O (-1.08, -1.52, 0.20)
O (0.61, -3.52, -0.71)
C (0.43, -1.20, -6.18)
C (1.17, -1.34, -4.85)
C (1.43, 0.00, -4.16)
N (0.21, 0.69, -3.82)
C (-0.23, 0.98, -2.61)
S (0.68, 0.58, -1.14)
N (-1.32, 1.76, -2.39)
C (-2.05, 2.66, -3.19)
O (-2.69, 3.51, -2.61)
C (-2.03, 2.52, -4.66)
C (-2.36, 1.31, -5.29)
C (-2.42, 1.25, -6.67)
C (-2.13, 2.37, -7.43)
C (-1.82, 3.57, -6.81)
C (-1.79, 3.65, -5.43)
H (0.38, -2.17, -6.66)
H (0.95, -0.52, -6.85)
H (-0.58, -0.85, -6.03)
H (2.15, -1.80, -5.03)
H (0.62, -1.99, -4.18)
H (1.99, 0.66, -4.83)
H (2.01, -0.16, -3.25)
H (-0.42, 0.87, -4.60)
H (-1.51, 1.93, -1.40)
H (-2.62, 0.44, -4.70)
H (-2.70, 0.33, -7.15)
H (-2.17, 2.32, -8.51)
H (-1.62, 4.45, -7.40)
H (-1.57, 4.59, -4.94)